55
Properties=species:S:1:pos:R:3:forces:R:3 method="wB97M-V/def2-TZVPD" smiles="C=C(C)CN(CC)Cc1c(C(=O)N(C)CCCC)nc2ccccn12" fmax_ha_per_bohr=0.0222 e_above_lowest_ev=1.628 e_homo_ha=-0.2887 homo_lumo_gap_ev=8.52
C -1.93497 1.45478 -0.53726 -0.106 0.106 -0.039
C -0.89180 2.26740 -0.60684 -0.011 0.222 0.011
C -0.38654 2.98933 0.60392 -0.006 -0.102 0.006
H -1.07914 2.86667 1.43315 -0.011 0.005 0.089
H 0.57944 2.59466 0.91405 0.138 0.046 0.059
H -0.27207 4.05317 0.39887 0.033 0.097 0.027
C -0.21829 2.53692 -1.93460 -0.242 -0.244 -0.340
N 1.14685 2.05569 -2.13158 0.056 0.036 0.161
C 2.18492 3.05436 -2.25757 0.139 0.158 0.023
C 2.61832 3.78566 -0.98285 -0.120 -0.185 -0.276
H 3.44923 4.44893 -1.21138 0.098 0.089 0.029
H 1.80436 4.38231 -0.58122 -0.066 0.073 0.096
H 2.94229 3.07718 -0.22493 0.049 -0.031 0.144
H 3.06017 2.54814 -2.68127 -0.023 0.090 -0.054
H 1.84297 3.78807 -2.99482 0.101 -0.045 -0.009
C 1.53591 0.88535 -1.36000 0.036 0.112 0.019
C 0.60211 -0.25044 -1.57982 0.170 -0.011 0.978
C -0.09419 -1.05027 -0.68242 0.516 0.156 -1.007
N -0.83088 -1.97680 -1.34815 -0.086 -0.295 -0.179
C -0.61886 -1.76589 -2.63175 0.082 0.175 0.282
C -1.13429 -2.42724 -3.75641 0.029 0.006 -0.537
C -0.76429 -2.00105 -4.99978 -0.224 -0.252 0.294
C 0.12148 -0.90987 -5.14616 0.193 0.220 0.194
C 0.62100 -0.27410 -4.05291 0.207 0.168 -0.937
N 0.26049 -0.69908 -2.81785 -0.471 -0.541 0.347
H 1.28476 0.57441 -4.09694 0.007 0.034 0.056
H 0.40326 -0.57707 -6.13187 0.076 0.093 -0.031
H -1.14711 -2.49044 -5.88159 -0.057 -0.068 -0.056
H -1.80990 -3.25202 -3.60242 -0.063 -0.086 0.021
C -0.00883 -0.88613 0.78600 -0.074 0.045 0.238
O 0.96990 -0.32466 1.27210 0.220 0.056 0.026
N -1.02159 -1.30710 1.57249 -0.040 0.054 0.109
C -2.21240 -1.99670 1.14741 -0.337 -0.087 -0.216
H -2.15646 -2.20599 0.08318 -0.189 -0.051 0.275
H -2.30730 -2.94046 1.68855 -0.037 -0.027 0.011
H -3.09398 -1.38445 1.36119 -0.027 -0.024 0.035
C -0.90817 -1.06743 2.99863 0.374 -0.034 0.183
C -0.24902 -2.23792 3.73073 -0.152 0.351 0.124
C -0.15057 -1.97849 5.23101 0.071 -0.256 -0.177
C 0.51603 -3.13844 5.96024 -0.115 0.233 0.005
H 0.57975 -2.93513 7.02672 0.050 -0.068 0.115
H -0.05146 -4.05594 5.81904 -0.023 -0.126 0.009
H 1.52236 -3.29720 5.57971 0.121 -0.065 -0.010
H -1.15250 -1.82066 5.63833 -0.019 0.092 0.025
H 0.42388 -1.06538 5.39954 -0.046 0.087 0.026
H -0.82289 -3.15117 3.55624 0.011 -0.074 -0.037
H 0.74993 -2.38265 3.31615 0.027 -0.045 -0.053
H -1.91022 -0.88560 3.39779 0.006 0.004 -0.052
H -0.29772 -0.17135 3.13727 -0.155 -0.071 0.057
H 2.53621 0.59295 -1.70628 0.018 0.029 0.079
H 1.59702 1.05214 -0.27762 0.060 -0.078 -0.224
H -0.22067 3.61684 -2.11037 -0.011 -0.021 -0.046
H -0.84070 2.07862 -2.71851 -0.088 0.145 0.117
H -2.31676 0.93127 -1.39832 0.002 -0.106 -0.252
H -2.44909 1.27228 0.39118 -0.094 0.010 0.263